[1]
# C5H10O2

One molecule with the formula C5H10O2 (ωB97M-V/def2-TZVPD, the OMol25 dataset).

ORCA input file:
```
! wB97M-V def2-TZVPD RIJCOSX def2/J DEFGRID3
* xyz 0 1
O 2.38988 0.01247 1.11415
C 1.68673 -0.57735 0.03547
C 0.21553 -0.25338 0.19779
C -0.36552 1.16994 0.12909
C -1.87500 0.85427 0.03281
O -2.00300 -0.51387 -0.30655
C -0.74632 -0.93593 -0.76832
H 3.16137 -0.53893 1.27353
H 2.11251 -0.26339 -0.92360
H 1.76918 -1.67915 0.06401
H 0.00185 -0.58017 1.22292
H -0.15226 1.77231 1.01530
H -0.03579 1.70838 -0.76190
H -2.40977 1.42427 -0.72831
H -2.37403 1.02442 0.98803
H -0.59870 -0.60121 -1.81579
H -0.77665 -2.02267 -0.76862
*
```

Calculated values
- Orbital gap: 10.39 eV
- Total energy: -346.959978 hartree
- SMILES: OC[C@H]1CCOC1


[2]
# C5H10O2

One molecule with the formula C5H10O2 (ωB97M-V/def2-TZVPD, the OMol25 dataset).

ORCA input file:
```
! wB97M-V def2-TZVPD RIJCOSX def2/J DEFGRID3
* xyz 0 1
C 1.00236 -1.48872 0.58526
C 0.41930 -0.36489 0.20020
C 1.20181 0.84202 -0.25443
O 2.57140 0.80399 0.05948
C -1.08551 -0.18906 0.22321
C -1.64283 0.06382 -1.17609
O -1.46471 0.91302 1.03254
H 2.07251 -1.60702 0.55064
H 0.43444 -2.34004 0.92041
H 1.15850 0.91213 -1.34583
H 0.72837 1.74505 0.16107
H 2.66684 0.68699 1.01118
H -1.53682 -1.11150 0.62372
H -1.32522 -0.72557 -1.85117
H -1.29196 1.02293 -1.54444
H -2.72808 0.08834 -1.13343
H -1.18041 0.74852 1.93767
*
```

Calculated values
- Orbital gap: 10.54 eV
- Total energy: -346.958987 hartree
- SMILES: C=C(CO)[C@H](C)O


[3]
# C5H10O2

One molecule with the formula C5H10O2 (ωB97M-V/def2-TZVPD, the OMol25 dataset).

ORCA input file:
```
! wB97M-V def2-TZVPD RIJCOSX def2/J DEFGRID3
* xyz 0 1
C -1.27153 2.33124 0.05439
C -0.27230 1.51268 -0.80486
O 0.23386 0.31579 -0.05513
C 0.60424 -1.18498 -0.22662
C 1.73971 -1.79826 0.68172
C -0.77868 -1.61303 0.16469
O -1.71090 -1.47491 -0.58567
H -0.93100 2.35921 1.09341
H -1.32407 3.37926 -0.30269
H -2.29468 1.93545 0.02504
H -0.71933 1.40836 -1.81088
H 0.62460 2.12441 -0.93652
H 0.83092 -1.43861 -1.26070
H 2.19389 -2.69788 0.21759
H 2.57242 -1.11245 0.84416
H 1.39049 -2.14029 1.67008
H -0.88763 -1.90599 1.23199
*
```

Calculated values
- Orbital gap: 10.37 eV
- Total energy: -346.899898 hartree
- SMILES: CCO[C@@H](C)C=O


[4]
# C5H10O2

One molecule with the formula C5H10O2 (ωB97M-V/def2-TZVPD, the OMol25 dataset).

ORCA input file:
```
! wB97M-V def2-TZVPD RIJCOSX def2/J DEFGRID3
* xyz 0 1
O -1.81126 1.70469 0.39071
C -0.87134 1.32537 -0.59897
C 0.21708 0.51985 0.08723
C -0.35266 -0.71043 0.79992
C 0.80687 -1.69614 0.74855
O 1.50677 -1.41922 -0.45530
C 1.24671 -0.08948 -0.88117
H -2.67352 1.80470 -0.02409
H -1.33898 0.69368 -1.37161
H -0.45285 2.21136 -1.10280
H 0.72311 1.16621 0.81506
H -0.68845 -0.48630 1.81485
H -1.21223 -1.09714 0.23842
H 0.47971 -2.74058 0.71464
H 1.47149 -1.57344 1.61773
H 0.86065 -0.12901 -1.91098
H 2.18318 0.48319 -0.89907
*
```

Calculated values
- Orbital gap: 10.42 eV
- Total energy: -346.968468 hartree
- SMILES: OC[C@H]1CCOC1


[5]
# C5H10O2

One molecule with the formula C5H10O2 (ωB97M-V/def2-TZVPD, the OMol25 dataset).

ORCA input file:
```
! wB97M-V def2-TZVPD RIJCOSX def2/J DEFGRID3
* xyz 0 1
C -1.26313 -0.30924 1.87798
O -1.08244 -0.06267 0.50734
C 0.03105 0.72390 0.18351
C 1.41305 0.20273 0.61367
O 1.78030 -0.09423 -0.73571
C 0.54030 0.43357 -1.24628
C -0.23107 -0.58739 -2.05291
H -0.41819 -0.86935 2.30031
H -1.39293 0.61439 2.46290
H -2.16071 -0.92637 1.96500
H -0.15936 1.78460 0.41490
H 1.41750 -0.69785 1.24104
H 2.05840 0.96867 1.06367
H 0.73466 1.34335 -1.83124
H -1.11785 -0.12761 -2.50145
H 0.40473 -0.98502 -2.85041
H -0.55433 -1.41150 -1.41232
*
```

Calculated values
- Orbital gap: 10.71 eV
- Total energy: -346.931533 hartree
- SMILES: CO[C@H]1CO[C@H]1C


[6]
# C5H10O2

A 2-piece molecular cluster, C5H10O2 overall (ωB97M-V/def2-TZVPD, the OMol25 dataset).

ORCA input file:
```
! wB97M-V def2-TZVPD RIJCOSX def2/J DEFGRID3
* xyz 0 1
C -2.17937 -1.42006 -0.89257
C -1.33865 -0.25420 -0.42287
O 0.06215 -0.57107 -0.64625
C 0.79523 0.37560 -1.12941
C 1.01128 1.35216 2.03604
C 2.21376 -0.05477 -1.21482
O 2.99923 0.07305 -0.29861
H -1.90108 -2.33676 -0.36467
H -3.23601 -1.21601 -0.69317
H -2.05720 -1.58459 -1.96727
H -1.54655 0.67725 -0.95543
H -1.43201 -0.08878 0.65475
H 0.62452 1.81901 1.12458
H 1.97099 1.80918 2.28987
H 0.30384 1.49839 2.85746
H 1.17035 0.28644 1.85635
H 2.53952 -0.36486 -2.23397
*
```

Calculated values
- Orbital gap: 9.28 eV
- Total energy: -346.867516 hartree


[7]
# C5H10O2

A 2-piece molecular cluster, C5H10O2 overall (ωB97M-V/def2-TZVPD, the OMol25 dataset).

ORCA input file:
```
! wB97M-V def2-TZVPD RIJCOSX def2/J DEFGRID3
* xyz 0 1
C 2.58355 0.37493 -0.02682
O 1.27714 0.42974 -0.54591
C 0.36056 -0.40486 0.09099
C -0.18545 -0.07051 1.48452
C -0.96361 0.17611 0.26614
C -1.84876 0.89363 -0.40274
O -1.85682 1.00896 -1.75562
H 3.03524 -0.62035 -0.14760
H 2.59871 0.64548 1.03801
H 3.16905 1.10528 -0.59053
H 0.48106 -1.47090 -0.13281
H -0.43580 -0.91981 2.12104
H 0.22239 0.78880 2.01358
H -2.67115 1.43403 0.05542
H -1.03258 0.61846 -2.08468
H -2.31626 -2.35849 -0.74916
H -2.41728 -1.63052 -0.63384
*
```

Calculated values
- Orbital gap: 9.77 eV
- Total energy: -346.861274 hartree
- SMILES: CO[C@H]1C/C1=C/O.[H][H]


[8]
# C5H10O2

One molecule with the formula C5H10O2 (ωB97M-V/def2-TZVPD, the OMol25 dataset).

ORCA input file:
```
! wB97M-V def2-TZVPD RIJCOSX def2/J DEFGRID3
* xyz 0 1
C -1.67983 -1.09261 -0.74039
C -0.33886 -0.80880 -0.07752
O 0.58161 -0.47884 -1.11187
C 1.67652 0.22867 -0.56107
C 1.17139 0.90216 0.72532
C -0.26930 0.36712 0.94159
O -1.26377 1.34603 0.73668
H -1.58452 -1.90925 -1.46618
H -2.06228 -0.23048 -1.29501
H -2.41827 -1.36768 0.01610
H -0.00082 -1.71471 0.45241
H 2.02889 0.94605 -1.31209
H 2.51226 -0.44407 -0.32505
H 1.78928 0.62295 1.57902
H 1.24264 1.99409 0.65578
H -0.41661 0.04448 1.98495
H -1.03405 1.63149 -0.15752
*
```

Calculated values
- Orbital gap: 10.56 eV
- Total energy: -346.973056 hartree
- SMILES: C[C@H]1OCC[C@H]1O


[9]
# C5H10O2

C5H10O2 as an isolated structure (ωB97M-V/def2-TZVPD, the OMol25 dataset).

ORCA input file:
```
! wB97M-V def2-TZVPD RIJCOSX def2/J DEFGRID3
* xyz 0 1
O 1.85114 0.15130 1.26295
C 1.87255 -0.47552 -0.00991
C 0.45028 -0.88692 -0.35321
C -0.50258 0.29625 -0.38358
C -1.99918 0.02514 -0.60592
O -2.36050 0.78236 0.55473
C -0.98158 0.89601 0.94789
H 2.62202 0.72174 1.34360
H 2.52986 -1.35975 -0.00648
H 2.24788 0.21089 -0.78597
H 0.09996 -1.62678 0.37915
H 0.45798 -1.38428 -1.33239
H -0.12270 1.06594 -1.06612
H -2.28035 -1.03471 -0.50835
H -2.44789 0.42983 -1.52128
H -0.69754 1.93329 1.15714
H -0.75040 0.27703 1.82341
*
```

Calculated values
- Orbital gap: 10.21 eV
- Total energy: -346.940178 hartree


[10]
# C5H10O2

C5H10O2 as an isolated structure (ωB97M-V/def2-TZVPD, the OMol25 dataset).

ORCA input file:
```
! wB97M-V def2-TZVPD RIJCOSX def2/J DEFGRID3
* xyz 0 1
O 1.91719 0.12336 1.24930
C 1.87716 -0.51459 -0.02417
C 0.45358 -0.91846 -0.40179
C -0.48452 0.27470 -0.42728
C -1.98489 0.03996 -0.65749
O -2.33276 0.83915 0.47926
C -0.95877 0.88843 0.89998
H 2.40492 0.95112 1.18272
H 2.52346 -1.40747 -0.02759
H 2.23910 0.16177 -0.81452
H 0.05771 -1.69648 0.26678
H 0.49846 -1.37028 -1.40455
H -0.09114 1.04206 -1.10537
H -2.29083 -1.00927 -0.52688
H -2.41852 0.42838 -1.58695
H -0.63723 1.91232 1.12193
H -0.77292 0.25531 1.77662
*
```

Calculated values
- Orbital gap: 10.27 eV
- Total energy: -346.938465 hartree


[11]
# C5H10O2

One molecule with the formula C5H10O2 (ωB97M-V/def2-TZVPD, the OMol25 dataset).

ORCA input file:
```
! wB97M-V def2-TZVPD RIJCOSX def2/J DEFGRID3
* xyz 0 1
C 0.00947 -1.89735 -0.90733
O 0.12072 -0.55492 -1.30070
C 1.11098 0.24207 -0.63520
C 0.56711 0.99377 0.56898
C -0.40941 0.35625 1.53530
C -0.87952 1.42099 0.57108
O -1.71551 1.12400 -0.50633
H -0.22544 -2.04682 0.16215
H 0.93800 -2.43049 -1.13866
H -0.81908 -2.33979 -1.47985
H 1.45711 0.98351 -1.37140
H 1.97327 -0.38361 -0.36376
H 1.28631 1.70067 0.98800
H -0.32942 0.60666 2.59224
H -0.73841 -0.65944 1.33330
H -1.12205 2.38789 1.00760
H -1.22411 0.49661 -1.05541
*
```

Calculated values
- Orbital gap: 10.08 eV
- Total energy: -346.925103 hartree
- SMILES: COC[C@@H]1C[C@@H]1O


[12]
# C5H10O2

One molecule with the formula C5H10O2 (ωB97M-V/def2-TZVPD, the OMol25 dataset).

ORCA input file:
```
! wB97M-V def2-TZVPD RIJCOSX def2/J DEFGRID3
* xyz 0 1
C 2.04192 1.13699 -0.52572
O 0.71109 0.89818 -0.13560
C 0.30059 -0.42927 -0.29059
C 0.31324 -1.32345 0.96185
O -1.09827 -1.55348 0.85834
C -1.22639 -0.62298 -0.23570
C -2.05000 0.59375 0.12460
H 2.75330 0.46916 -0.01739
H 2.17063 1.01233 -1.61179
H 2.27130 2.17079 -0.25639
H 0.77305 -0.88793 -1.17096
H 0.58040 -0.77596 1.87537
H 0.88397 -2.25855 0.90927
H -1.64740 -1.12182 -1.11928
H -2.07542 1.29597 -0.71483
H -3.07500 0.28824 0.35757
H -1.62698 1.10804 0.99126
*
```

Calculated values
- Orbital gap: 10.64 eV
- Total energy: -346.933211 hartree
- SMILES: CO[C@H]1CO[C@H]1C


[13]
# C5H10O2

One molecule with the formula C5H10O2 (ωB97M-V/def2-TZVPD, the OMol25 dataset).

ORCA input file:
```
! wB97M-V def2-TZVPD RIJCOSX def2/J DEFGRID3
* xyz 0 1
C -0.34787 -1.45819 -1.39646
O -0.90762 -0.80365 -0.26893
C -0.09875 0.24178 0.27893
C 1.31640 -0.22441 0.59318
C -0.79675 0.76630 1.53292
C -0.16961 1.32398 -0.79443
O 0.73887 1.66183 -1.51328
H 0.15612 -0.76643 -2.08272
H -1.17048 -1.92907 -1.93569
H 0.36739 -2.23047 -1.09497
H 1.89385 -0.42743 -0.31224
H 1.25404 -1.13820 1.19587
H 1.85667 0.53175 1.17158
H -0.60152 0.12057 2.39352
H -0.41504 1.76523 1.77560
H -1.87778 0.83745 1.38293
H -1.19792 1.72897 -0.92579
*
```

Calculated values
- Orbital gap: 10.47 eV
- Total energy: -346.962734 hartree
- SMILES: COC(C)(C)C=O


[14]
# C5H10O2

C5H10O2 as an isolated structure (ωB97M-V/def2-TZVPD, the OMol25 dataset).

ORCA input file:
```
! wB97M-V def2-TZVPD RIJCOSX def2/J DEFGRID3
* xyz 0 1
C -0.11115 -1.99746 0.46695
C -0.49849 -0.65340 0.60189
O -1.69954 -0.59326 1.08726
C 0.09807 0.63864 0.08590
C 1.60369 0.57093 -0.11287
C -0.63485 0.91239 -1.23677
O -0.16596 1.65627 1.03357
H -1.54625 -1.81049 0.70559
H -0.13493 -2.55870 1.40355
H 0.68072 -2.30287 -0.21329
H 2.11240 0.33649 0.82611
H 1.96311 1.53956 -0.47359
H 1.86059 -0.19157 -0.85497
H -0.30459 1.86966 -1.64921
H -1.71374 0.95018 -1.05601
H -0.43750 0.11758 -1.96566
H -1.07158 1.51602 1.35156
*
```

Calculated values
- Orbital gap: 9.70 eV
- Total energy: -346.885047 hartree